Molecular formula: C6H12Si
Method: DFT, ωB97M-V/def2-TZVPD

Its strongest force on any atom is 0.101 hartree/bohr. The gap between HOMO and LUMO is 0.323 Ha. As for the energy above the lowest of the compared OMol25 structures with the same formula, charge and spin: 125.5 kcal per mole. The total energy comes out at -14288.7232 eV. For the LUMO energy, the calculation gives 0.3 eV.

The geometry in ORCA input format:
```
! RIJCOSX wB97M-V def2-TZVPD def2/J DEFGRID3
* xyz 0 1
H 0.3394 3.7884 1.0349
H -2.1008 -2.0708 0.8028
H 1.3085 -2.2839 -2.0648
Si -0.0051 -0.8068 -0.3961
H 1.7395 -0.6043 -2.1405
H -1.2311 1.1784 1.6224
C 0.9750 -1.2459 -2.0774
C -0.3751 3.0159 1.3207
H 2.3169 -0.6251 1.0581
H 1.7752 1.7934 -0.5231
C 0.5481 0.7068 0.5110
H 0.3218 -1.1696 -2.9553
H 0.8298 -0.8504 2.0904
H -2.5276 -0.6854 -0.0322
H -2.1005 -2.1027 -0.8030
C 1.1900 -0.6250 1.1293
H -1.2335 3.3401 1.9636
C -1.8106 -1.4855 -0.0179
C -0.3402 1.6687 1.2229
*
```

Atomic partial charges in e from the Mulliken method, atoms 1 to 5: atom 1 (H): 0.32, atom 2 (H): 0.45, atom 3 (H): 0.33, atom 4 (Si): 0.34, atom 5 (H): 0.35